Molecular formula: C40H100O20
Method: DFT, ωB97M-V/def2-TZVPD

CARTESIAN COORDINATES (ANGSTROEM)
C: 0.0029 -0.4104 -1.1869
O: 0.1724 -0.2982 0.2305
C: -0.4354 0.9404 0.7588
C: 0.1446 1.3978 2.1410
O: 1.2730 2.2717 2.0129
C: 2.4128 1.7270 1.5307
H: -0.8508 -1.0449 -1.4248
H: 0.8641 -0.9523 -1.5779
H: -0.0662 0.5064 -1.7723
H: -1.4944 0.7104 0.8762
H: -0.2543 1.7733 0.0794
H: 0.4635 0.5268 2.7136
H: -0.5700 1.9568 2.7451
H: 2.1887 1.1820 0.6137
H: 2.9679 1.1106 2.2379
H: 2.9693 2.6381 1.3111
C: 2.7614 0.7330 -6.1549
O: 2.9174 1.7514 -5.1710
C: 2.3813 1.4112 -3.8818
C: 3.2286 0.3881 -3.1741
O: 2.5900 -0.9152 -3.2329
C: 3.3723 -2.0585 -2.9152
H: 1.7181 0.6259 -6.4517
H: 3.0923 -0.2571 -5.8414
H: 3.2452 1.0679 -7.0725
H: 1.3737 1.0282 -4.0433
H: 2.2741 2.3026 -3.2637
H: 3.3429 0.7816 -2.1641
H: 4.1999 0.2018 -3.6323
H: 3.8352 -1.7846 -1.9671
H: 4.0775 -2.5586 -3.5791
H: 2.7096 -2.8637 -2.5981
C: 5.2468 5.3472 0.6258
O: 6.2891 4.3601 0.5549
C: 7.6327 5.0124 0.6455
C: 8.1049 5.4835 2.0719
O: 8.3453 4.3653 2.9333
C: 7.2086 3.5217 3.1820
H: 4.3208 4.8018 0.4441
H: 5.3496 6.1033 -0.1526
H: 5.0668 5.7863 1.6071
H: 7.7608 5.7807 -0.1170
H: 8.3206 4.2445 0.2915
H: 7.4691 6.2267 2.5531
H: 9.0532 6.0138 1.9848
H: 7.5288 2.8102 3.9431
H: 7.2373 2.8485 2.3252
H: 6.3017 4.0750 3.4260
C: 1.8196 7.3467 4.8872
O: 0.8638 6.6105 4.0888
C: 0.5939 5.2864 4.4775
C: 1.6792 4.3338 4.2851
O: 2.8507 4.4602 5.1664
C: 3.6541 3.2710 5.0217
H: 1.9156 8.3396 4.4477
H: 2.7931 6.9088 4.6668
H: 1.5708 7.3762 5.9480
H: -0.3149 5.0830 3.9112
H: 0.1351 5.4354 5.4549
H: 2.0835 4.4629 3.2812
H: 1.3947 3.2846 4.3652
H: 4.6048 3.5973 5.4432
H: 3.7471 3.1556 3.9418
H: 3.2085 2.5125 5.6654
C: -5.5642 -3.5978 -5.5571
O: -5.8503 -4.6831 -4.6674
C: -4.9129 -5.6331 -4.3748
C: -3.4766 -5.1751 -4.1503
O: -3.2963 -4.3343 -2.9825
C: -2.0094 -4.3817 -2.4280
H: -6.4806 -3.1823 -5.9761
H: -4.8974 -3.9468 -6.3456
H: -4.9862 -2.8508 -5.0131
H: -4.7279 -6.1992 -5.2877
H: -5.2077 -6.3392 -3.5986
H: -2.9471 -4.7267 -4.9909
H: -2.9821 -6.1323 -3.9845
H: -2.0540 -3.7364 -1.5507
H: -1.3057 -4.0464 -3.1900
H: -1.7801 -5.3734 -2.0381
C: -1.0377 5.4044 1.5444
O: -2.0355 5.4628 0.5645
C: -2.9779 4.4083 0.7989
C: -3.6159 3.8096 -0.5125
O: -2.6973 3.1149 -1.3578
C: -3.3045 2.5671 -2.5385
H: -1.6341 5.3720 2.4562
H: -0.3199 6.2171 1.4330
H: -0.4891 4.4695 1.4298
H: -3.8340 4.7153 1.3996
H: -2.5399 3.5208 1.2557
H: -4.1403 4.6201 -1.0188
H: -4.3778 3.0943 -0.2026
H: -3.9909 1.8066 -2.1661
H: -2.6431 1.9816 -3.1771
H: -3.8450 3.3441 -3.0791
C: 2.8246 -8.0344 0.8895
O: 2.2215 -7.8868 -0.3916
C: 0.9934 -7.0628 -0.3609
C: 0.9182 -5.8089 0.3761
O: 1.6434 -4.7469 -0.2581
C: 1.3807 -3.4427 0.2857
H: 3.4810 -7.1757 1.0299
H: 3.4579 -8.9204 0.9341
H: 2.1766 -8.1473 1.7586
H: 0.2139 -7.6748 0.0929
H: 0.8111 -6.8531 -1.4148
H: 1.1884 -5.9166 1.4266
H: -0.1416 -5.5622 0.3120
H: 1.2381 -3.4258 1.3662
H: 0.4336 -3.1907 -0.1914
H: 2.2050 -2.8527 -0.1150
C: -2.4706 2.6239 5.6586
O: -3.2908 2.6265 4.4643
C: -4.3742 1.6114 4.4801
C: -5.0724 1.6178 3.1022
O: -4.3563 0.7493 2.3108
C: -4.9873 0.4322 1.1251
H: -1.6938 1.8730 5.5143
H: -3.0136 2.5574 6.6014
H: -1.8832 3.5397 5.7247
H: -5.0513 2.0451 5.2160
H: -3.9379 0.6858 4.8556
H: -4.9431 2.5851 2.6168
H: -6.1503 1.5243 3.2347
H: -5.5272 1.2348 0.6226
H: -5.6787 -0.4075 1.1962
H: -4.2260 0.0469 0.4468
C: -4.2082 -3.5577 0.5772
O: -3.6037 -3.8298 1.7939
C: -3.8329 -2.8381 2.8186
C: -3.0648 -3.3754 4.0755
O: -1.6321 -3.2793 3.9651
C: -1.0964 -1.9699 4.2889
H: -5.2813 -3.6239 0.7565
H: -3.9245 -4.3595 -0.1046
H: -3.9626 -2.5821 0.1577
H: -4.8665 -2.8573 3.1643
H: -3.4261 -1.9162 2.4031
H: -3.3873 -4.4091 4.2004
H: -3.5214 -2.7356 4.8307
H: -1.2529 -1.6822 5.3286
H: -1.5700 -1.1556 3.7407
H: -0.0405 -1.8255 4.0600
C: 1.5433 -4.3010 -4.9217
O: 0.3600 -3.5668 -5.2638
C: 0.1648 -2.2396 -4.7319
C: -1.3407 -1.8076 -4.8525
O: -1.8340 -1.3175 -6.0679
C: -1.6797 -2.2715 -7.1103
H: 1.2752 -5.0286 -4.1556
H: 2.3606 -3.7012 -4.5214
H: 1.8894 -4.8868 -5.7732
H: 0.8066 -1.5336 -5.2589
H: 0.4173 -2.2862 -3.6726
H: -1.4302 -0.9951 -4.1313
H: -2.0204 -2.5983 -4.5351
H: -0.6424 -2.5563 -7.2862
H: -2.1527 -2.0864 -8.0748
H: -2.2170 -3.1747 -6.8209

Computed properties:
net charge	+1
ΔE to the lowest compared entry with this formula, charge and spin	13.0	kcal per mole
frontier orbital gap (alpha / beta)	7.8 / 1.5	eV
spin multiplicity	2
E_tot	-84025.212	eV
HOMO energy (alpha / beta)	-10.48 / -10.48	eV
lowest unoccupied orbital energy (alpha / beta)	-0.098 / -0.331	hartree
expectation value of S²	0.7565



Molecular formula: C40H102N6O16
Method: DFT, ωB97M-V/def2-TZVPD

CARTESIAN COORDINATES (ANGSTROEM)
C: -14.7285 -6.9889 -13.1360
O: -15.2492 -6.1013 -14.1072
C: -15.1881 -6.4213 -15.4662
C: -13.7174 -6.9180 -15.8998
N: -13.1372 -8.1165 -15.3535
C: -11.8376 -8.3085 -15.9364
C: -11.2656 -9.7736 -15.6390
O: -10.0498 -9.8747 -16.2892
C: -9.4373 -11.1215 -16.0654
H: -15.3765 -7.0227 -12.2602
H: -13.6741 -6.8372 -12.9054
H: -14.8534 -8.0107 -13.4943
H: -15.5310 -5.5458 -16.0176
H: -15.9822 -7.0676 -15.8401
H: -13.1084 -6.0769 -15.5685
H: -13.7793 -6.9649 -16.9870
H: -13.6588 -8.8926 -15.7352
H: -11.1358 -7.5100 -15.6960
H: -11.8939 -8.1925 -17.0188
H: -11.9872 -10.5577 -15.8685
H: -11.1295 -9.8061 -14.5580
H: -10.1324 -11.9448 -15.9010
H: -8.7909 -11.0917 -15.1882
H: -8.8788 -11.4279 -16.9498
C: -16.2955 -2.7453 -14.6384
O: -17.6531 -2.3345 -14.5810
C: -18.4017 -2.6551 -15.7103
C: -19.9171 -2.2588 -15.5374
N: -20.7450 -3.2653 -14.7703
C: -22.1586 -2.9413 -14.6121
C: -22.4374 -1.6214 -13.8793
O: -21.4803 -1.3279 -12.8643
C: -21.8254 -0.6847 -11.6295
H: -15.5854 -1.9711 -14.9292
H: -16.1298 -3.6627 -15.2033
H: -16.1313 -3.0042 -13.5924
H: -18.3991 -3.7248 -15.9197
H: -18.0005 -2.1777 -16.6043
H: -20.3528 -1.8393 -16.4442
H: -19.7606 -1.5064 -14.7645
H: -20.3092 -3.3596 -13.8640
H: -22.5815 -3.7509 -14.0173
H: -22.6911 -2.9672 -15.5628
H: -23.4607 -1.7336 -13.5210
H: -22.4251 -0.7587 -14.5453
H: -22.8970 -0.7299 -11.4351
H: -21.5977 0.3532 -11.8726
H: -21.2119 -1.1233 -10.8425
C: -8.9819 -5.2698 -8.7130
O: -9.1017 -3.9344 -8.0520
C: -7.9857 -3.5799 -7.2245
C: -7.7462 -4.4438 -6.0287
N: -9.0072 -4.4292 -5.3554
C: -9.0765 -5.2882 -4.0913
C: -10.5346 -5.1095 -3.5909
O: -11.4553 -5.4729 -4.6233
C: -12.7852 -5.1250 -4.2061
H: -9.1384 -6.0956 -8.0190
H: -7.9910 -5.4595 -9.1256
H: -9.7799 -5.4234 -9.4395
H: -8.1128 -2.5418 -6.9176
H: -7.0936 -3.4315 -7.8329
H: -6.9146 -4.0061 -5.4764
H: -7.5752 -5.4476 -6.4175
H: -9.6510 -4.8885 -5.9836
H: -8.3853 -4.9736 -3.3094
H: -9.0467 -6.3503 -4.3347
H: -10.5310 -4.1355 -3.1016
H: -10.6611 -5.7587 -2.7246
H: -13.0073 -4.0590 -4.2553
H: -12.9054 -5.3954 -3.1571
H: -13.5004 -5.5372 -4.9179
C: -3.8410 -4.9785 -10.8729
O: -5.2024 -5.4288 -10.7219
C: -6.1198 -4.6068 -11.4092
C: -6.1430 -5.0705 -12.8791
N: -6.8106 -6.3607 -13.0231
C: -6.5395 -6.9744 -14.3636
C: -6.8983 -8.4456 -14.3671
O: -6.5198 -9.0339 -13.1249
C: -6.9279 -10.4495 -13.0032
H: -3.8131 -3.8915 -10.9473
H: -3.4059 -5.5303 -11.7062
H: -3.2553 -5.3247 -10.0213
H: -5.7891 -3.5690 -11.4507
H: -7.1217 -4.4132 -11.0260
H: -5.0969 -5.0300 -13.1827
H: -6.8053 -4.4354 -13.4673
H: -6.4798 -7.1091 -12.4310
H: -5.4617 -6.8580 -14.4770
H: -7.0601 -6.4819 -15.1849
H: -6.3695 -8.9983 -15.1436
H: -7.9359 -8.5525 -14.6832
H: -7.9973 -10.6101 -12.8665
H: -6.5380 -10.8132 -12.0525
H: -6.5143 -10.9246 -13.8928
C: -10.4873 1.3992 -16.7369
O: -11.1601 0.1872 -16.7710
C: -10.4695 -0.9003 -17.3980
C: -11.1216 -2.2626 -17.0036
N: -10.4067 -3.3474 -17.5826
C: -10.6330 -4.7110 -17.2234
C: -9.8330 -5.6252 -18.0910
O: -10.6983 -6.0277 -19.1808
C: -10.1464 -6.8463 -20.2694
H: -9.5492 1.5246 -16.1962
H: -11.0642 2.0756 -16.1062
H: -10.2780 1.7533 -17.7463
H: -9.4193 -0.7681 -17.1375
H: -10.3880 -0.7381 -18.4728
H: -12.1876 -2.2340 -17.2296
H: -10.9847 -2.4453 -15.9378
H: -10.2618 -3.2369 -18.5760
H: -11.6935 -4.9217 -17.3612
H: -10.3518 -4.9365 -16.1947
H: -9.6981 -6.5750 -17.5735
H: -8.8391 -5.3455 -18.4401
H: -9.1091 -6.5904 -20.4853
H: -10.7734 -6.9194 -21.1580
H: -10.1575 -7.8051 -19.7510
C: -12.7308 -2.4760 -10.8087
O: -12.5411 -1.9237 -12.0342
C: -11.9762 -0.6268 -11.9968
C: -10.3842 -0.5706 -11.8935
N: -9.7187 -0.7144 -13.1941
C: -8.2947 -0.7627 -13.0087
C: -7.5876 -1.0072 -14.2953
O: -7.8562 -2.3463 -14.5295
C: -7.2217 -2.8697 -15.7070
H: -12.6980 -3.5620 -10.8953
H: -13.7311 -2.2091 -10.4676
H: -11.9687 -2.2007 -10.0798
H: -12.4890 0.0291 -11.2932
H: -12.2629 -0.2372 -12.9736
H: -9.9232 -1.2288 -11.1570
H: -10.0048 0.4177 -11.6339
H: -10.1352 -1.4437 -13.7551
H: -7.9572 -1.5322 -12.3144
H: -7.9886 0.2127 -12.6305
H: -6.5406 -0.7437 -14.1451
H: -8.1227 -0.5325 -15.1178
H: -7.5861 -2.3748 -16.6073
H: -7.2762 -3.9469 -15.8642
H: -6.1541 -2.7022 -15.5641
O: -11.3540 -3.7420 -13.8111
C: -10.7227 -4.3844 -12.6822
C: -9.8291 -5.4646 -13.2068
O: -9.1152 -5.7899 -11.9650
H: -11.8918 -3.0369 -13.4434
H: -10.2091 -3.5958 -12.1323
H: -11.4646 -4.7824 -11.9899
H: -9.1633 -5.0196 -13.9462
H: -10.3162 -6.3025 -13.7055
H: -8.2537 -6.0936 -12.2603
O: -12.6874 -3.2640 -19.4538
C: -12.1202 -2.3532 -20.3831
C: -10.8938 -2.9144 -21.0935
O: -9.7798 -2.9006 -20.2731
H: -12.0958 -3.4370 -18.7178
H: -12.8267 -2.0874 -21.1695
H: -11.8618 -1.4188 -19.8849
H: -10.6977 -2.1708 -21.8659
H: -10.9901 -3.9298 -21.4778
H: -9.0266 -3.2217 -20.7741

Computed properties:
net charge	0
ΔE to the lowest compared entry with this formula, charge and spin	106.5	kcal per mole
frontier orbital gap	8.5	eV
spin multiplicity	1
E_tot	-84820.295	eV
HOMO energy	-8.01	eV
lowest unoccupied orbital energy	0.017	hartree



Molecular formula: C40H106FInNO15S2
Method: DFT, ωB97M-V/def2-TZVPD

CARTESIAN COORDINATES (ANGSTROEM)
C: 0.2507 -3.5534 2.6836
C: 0.8658 -3.2277 1.3019
C: 0.8103 -4.4308 0.3563
C: 0.2774 -1.9465 0.6918
C: -1.2466 -1.9207 0.6464
C: 0.8557 -0.7344 1.4161
O: 0.6316 0.4469 0.6943
In: 1.8814 1.9886 1.3197
F: 1.4363 2.4080 3.2550
C: 1.6162 3.7212 0.0019
C: 0.2288 3.8576 -0.6542
C: 0.2510 4.2081 -2.1367
S: 0.9620 5.8708 -2.3439
C: -0.0219 6.4187 -3.7155
S: -0.7988 7.8537 -3.6097
N: -0.1831 5.5033 -4.7352
C: 0.9944 4.8272 -5.3250
C: 1.5058 5.5117 -6.5857
O: 0.4866 5.7991 -7.5195
C: -0.5177 6.5994 -6.9194
C: -1.1473 5.8441 -5.7775
H: -0.1874 -2.6665 3.1277
H: -0.5184 -4.3249 2.6261
H: 1.0312 -3.9378 3.3433
H: 1.9223 -3.0265 1.4755
H: 1.6347 -5.1184 0.5470
H: -0.1236 -4.9843 0.4658
H: 0.8686 -4.1088 -0.6840
H: 0.6128 -1.8768 -0.3489
H: -1.5681 -0.9635 0.2413
H: -1.6182 -2.6862 -0.0359
H: -1.7051 -2.0617 1.6212
H: 0.3939 -0.6602 2.4123
H: 1.9281 -0.9259 1.5808
H: 3.5365 1.3602 1.3578
H: 1.8189 4.6028 0.6131
H: 2.4106 3.6870 -0.7468
H: -0.3405 4.6224 -0.1238
H: -0.3421 2.9303 -0.5655
H: 0.8330 3.4775 -2.7009
H: -0.7533 4.2276 -2.5582
H: 1.7892 4.7873 -4.5915
H: 0.7375 3.7926 -5.5529
H: 2.1819 4.8179 -7.0822
H: 2.0679 6.4214 -6.3462
H: -1.2613 6.7899 -7.6902
H: -0.0906 7.5457 -6.5803
H: -1.5253 4.9025 -6.1852
H: -1.9896 6.3796 -5.3523
C: 2.9691 -0.1452 -5.2270
C: 2.7335 1.1652 -4.5051
O: 1.3685 1.5926 -4.5452
H: 2.6553 -0.0740 -6.2712
H: 4.0192 -0.4208 -5.1932
H: 2.3948 -0.9491 -4.7588
H: 3.3005 1.9701 -4.9739
H: 3.0662 1.0792 -3.4675
H: 0.8304 0.9194 -4.1194
C: -3.4944 0.2044 5.0925
C: -2.2937 -0.4407 4.4271
O: -2.5436 -1.8304 4.1842
H: -3.7084 -0.2929 6.0429
H: -3.3126 1.2631 5.2803
H: -4.3808 0.1093 4.4605
H: -1.4155 -0.3716 5.0648
H: -2.0628 0.0573 3.4803
H: -3.3046 -1.8530 3.5921
C: -2.2392 7.1765 -11.2161
C: -1.0591 8.1134 -11.4002
O: -0.3063 8.2791 -10.2071
H: -2.8929 7.5441 -10.4248
H: -2.8190 7.0887 -12.1363
H: -1.8977 6.1781 -10.9331
H: -1.4029 9.1115 -11.6699
H: -0.4135 7.7528 -12.2096
H: 0.0239 7.4161 -9.9353
C: 0.1919 2.6956 7.5900
C: -0.8236 1.8836 6.8019
O: -1.0431 2.4472 5.5135
H: -0.1455 3.7283 7.6900
H: 0.3455 2.2762 8.5880
H: 1.1528 2.7087 7.0713
H: -1.7884 1.8810 7.3127
H: -0.4963 0.8483 6.7007
H: -0.2069 2.4389 5.0199
C: 6.7510 0.0816 -1.2468
C: 5.2675 -0.0773 -1.5203
O: 5.0058 -0.6291 -2.8130
H: 7.2129 0.7141 -2.0067
H: 6.9155 0.5332 -0.2679
H: 7.2563 -0.8880 -1.2651
H: 4.7743 0.8914 -1.5108
H: 4.7983 -0.6900 -0.7478
H: 5.4046 -1.5018 -2.8583
C: -1.8666 -1.9282 10.1839
C: -2.0922 -1.7446 8.6946
O: -0.9690 -1.1699 8.0379
H: -1.6260 -0.9724 10.6519
H: -2.7504 -2.3474 10.6688
H: -1.0298 -2.6068 10.3682
H: -2.9164 -1.0560 8.5123
H: -2.3478 -2.7013 8.2266
H: -0.2200 -1.7610 8.1506
C: 0.4017 -1.5800 -4.0016
C: -1.0346 -1.1494 -3.7661
O: -1.3950 -1.2572 -2.3973
H: 0.5448 -2.6032 -3.6596
H: 0.6689 -1.5307 -5.0587
H: 1.0838 -0.9355 -3.4400
H: -1.7232 -1.7982 -4.3079
H: -1.1881 -0.1235 -4.1239
H: -0.7891 -0.6909 -1.9035
C: 5.6566 -4.9214 1.9785
C: 5.5171 -3.5478 1.3458
O: 4.2791 -2.9286 1.6535
H: 4.8376 -5.5673 1.6608
H: 6.6022 -5.3899 1.6997
H: 5.6225 -4.8479 3.0680
H: 5.5386 -3.6276 0.2582
H: 6.3511 -2.9051 1.6504
H: 4.2214 -2.8059 2.6057
C: 3.3491 -5.0986 -4.8225
C: 1.9539 -5.2611 -4.2489
O: 0.9475 -4.7407 -5.1116
H: 3.5525 -4.0465 -5.0232
H: 4.1029 -5.4738 -4.1289
H: 3.4483 -5.6476 -5.7627
H: 1.8568 -4.7022 -3.3192
H: 1.7526 -6.3146 -4.0258
H: 0.9802 -5.2216 -5.9423
C: -5.5431 2.8887 1.7826
C: -6.5690 1.7920 1.9980
O: -6.4390 1.1732 3.2738
H: -4.5342 2.4918 1.8927
H: -5.6394 3.3248 0.7873
H: -5.6707 3.6876 2.5173
H: -6.4278 0.9911 1.2737
H: -7.5849 2.1857 1.8702
H: -6.5573 1.8451 3.9501
C: -5.0224 -2.3161 14.1613
C: -5.4126 -2.7383 12.7567
O: -4.7051 -3.9009 12.3316
H: -3.9508 -2.1230 14.2120
H: -5.5550 -1.4134 14.4635
H: -5.2564 -3.1049 14.8806
H: -5.1626 -1.9559 12.0421
H: -6.4913 -2.9193 12.6979
H: -4.9163 -4.6078 12.9466
C: -5.6969 -4.0544 5.2822
C: -5.9444 -3.8793 3.7946
O: -4.8062 -3.3651 3.1197
H: -5.4000 -3.1046 5.7270
H: -6.5925 -4.4194 5.7886
H: -4.8899 -4.7696 5.4572
H: -6.7377 -3.1531 3.6223
H: -6.2544 -4.8300 3.3444
H: -4.0756 -3.9801 3.2379
C: 5.1245 -2.7373 -9.1736
C: 5.2190 -3.2407 -7.7449
O: 4.2991 -2.5921 -6.8769
H: 5.2924 -1.6608 -9.2063
H: 5.8619 -3.2267 -9.8118
H: 4.1332 -2.9354 -9.5879
H: 6.2045 -3.0303 -7.3314
H: 5.0695 -4.3264 -7.7155
H: 3.4093 -2.7619 -7.1973

Computed properties:
net charge	-1
frontier orbital gap	7.2	eV
spin multiplicity	1
E_tot	-104961.734	eV
HOMO energy	-5.33	eV
lowest unoccupied orbital energy	0.069	hartree